The following is a DFT calculation (ωB97M-V/def2-TZVPD) of a cluster of 2 separate species, C4H2Cl2 in total in a non-equilibrium geometry.

The calculation puts the maximum force at 3.13 eV Å⁻¹. For the gap between HOMO and LUMO, the calculation gives 10.79 eV. As for the SMILES: C#CCl.C#CCl. As for the energy relative to the best compared isomer or geometry (same formula, charge and spin): 62.7 kcal per mole.

Structure (XYZ):
```
8
Properties=species:S:1:pos:R:3:nbo_charge:R:1
C -1.851 0.508 0.701 -0.260
C -2.080 0.121 -0.396 -0.136
C 2.184 -0.268 -0.392 -0.109
C 1.682 -0.243 0.680 -0.256
Cl 3.092 -0.526 -1.724 0.131
Cl -2.303 -0.726 -1.743 0.145
H -1.604 0.941 1.694 0.252
H 0.880 0.193 1.180 0.231
```



The following is a DFT calculation (ωB97M-V/def2-TZVPD) of an isolated molecule of C4H2Cl2F2 in a non-equilibrium geometry.

The calculation puts the maximum force at 1.12 eV Å⁻¹. For the gap between HOMO and LUMO, the calculation gives 9.89 eV. As for the SMILES: FC(=C\Cl)/C(F)=C/Cl. As for the energy relative to the best compared isomer or geometry (same formula, charge and spin): 0.0 kcal per mole.

Structure (XYZ):
```
10
Properties=species:S:1:pos:R:3:nbo_charge:R:1
C 1.512 -0.634 -0.286 -0.283
C 0.724 0.387 0.061 0.305
C -0.727 0.381 -0.053 0.304
C -1.510 -0.627 0.285 -0.279
H 1.081 -1.562 -0.719 0.238
H -1.104 -1.516 0.758 0.234
F 1.234 1.524 0.551 -0.299
F -1.238 1.519 -0.556 -0.302
Cl 3.211 -0.627 -0.056 0.041
Cl -3.207 -0.629 0.054 0.041
```



The following is a DFT calculation (ωB97M-V/def2-TZVPD) of an isolated molecule of C4H2Cl2N2O2 in a non-equilibrium geometry.

The calculation puts the maximum force at 4.68 eV Å⁻¹. For the gap between HOMO and LUMO, the calculation gives 9.02 eV. As for the SMILES: O=[N+]([O-])C1=C(Cl)C=N[C@H]1Cl. As for the energy relative to the best compared isomer or geometry (same formula, charge and spin): 81.5 kcal per mole.

Structure (XYZ):
```
12
Properties=species:S:1:pos:R:3:nbo_charge:R:1
C 0.660 1.541 -0.316 0.091
C -1.164 0.547 0.048 0.042
C 1.126 0.215 -0.294 -0.124
C 0.061 -0.576 -0.176 0.071
N -0.567 1.693 -0.105 -0.397
N 0.134 -1.937 0.296 0.503
O 0.356 -2.866 -0.473 -0.342
O -0.045 -2.066 1.471 -0.335
Cl 2.790 -0.158 -0.361 0.095
Cl -2.997 0.821 -0.585 -0.079
H 1.236 2.422 -0.480 0.217
H -1.591 0.366 0.975 0.258
```



The following is a DFT calculation (ωB97M-V/def2-TZVPD) of an isolated molecule of C4H2Cl4O in a non-equilibrium geometry.

The calculation puts the maximum force at 3.06 eV Å⁻¹. For the gap between HOMO and LUMO, the calculation gives 9.54 eV. As for the SMILES: O=CC(Cl)(Cl)C=C(Cl)Cl. As for the energy relative to the best compared isomer or geometry (same formula, charge and spin): 0.0 kcal per mole.

Structure (XYZ):
```
11
Properties=species:S:1:pos:R:3:nbo_charge:R:1
O -1.907 -0.526 1.648 -0.485
Cl 2.644 2.177 0.763 0.055
Cl 2.309 0.631 -1.754 0.043
Cl 0.431 -2.016 -0.518 0.010
Cl -0.981 0.151 -1.899 0.019
C -1.721 -0.866 0.484 0.399
C 1.659 1.023 -0.137 -0.023
C 0.445 0.526 0.384 -0.298
C -0.476 -0.472 -0.303 -0.151
H -2.439 -1.535 0.010 0.159
H 0.038 0.907 1.322 0.272
```



The following is a DFT calculation (ωB97M-V/def2-TZVPD) of a cluster of 2 separate species, C4H2ClF3O in total in a non-equilibrium geometry.

The calculation puts the maximum force at 2.99 eV Å⁻¹. For the gap between HOMO and LUMO, the calculation gives 8.48 eV. As for the SMILES: O=C=C(F)Cl.C=C(F)F. As for the energy relative to the best compared isomer or geometry (same formula, charge and spin): 52.0 kcal per mole.

Structure (XYZ):
```
11
Properties=species:S:1:pos:R:3:nbo_charge:R:1
C 1.271 0.789 1.028 0.584
C -1.265 -1.006 0.560 -0.615
C 1.757 0.602 -0.187 0.107
C -1.445 -0.502 -0.708 0.767
O 1.080 1.177 2.094 -0.397
F 2.050 -0.481 -0.854 -0.281
F -1.252 -1.124 -1.881 -0.302
F -1.730 0.793 -0.881 -0.310
Cl 1.682 2.039 -1.296 -0.015
H -0.952 -2.030 0.802 0.236
H -1.197 -0.257 1.323 0.226
```



The following is a DFT calculation (ωB97M-V/def2-TZVPD) of an isolated molecule of C4H2ClFO2 in a non-equilibrium geometry.

The calculation puts the maximum force at 8.04 eV Å⁻¹. For the gap between HOMO and LUMO, the calculation gives 8.56 eV. As for the SMILES: O=C/C(F)=C(/Cl)C=O. As for the energy relative to the best compared isomer or geometry (same formula, charge and spin): 44.1 kcal per mole.

Structure (XYZ):
```
10
Properties=species:S:1:pos:R:3:nbo_charge:R:1
C -0.088 -0.200 -0.891 0.389
C -1.314 -0.990 -0.364 0.287
C 1.018 0.330 -0.168 -0.182
C 0.855 0.606 1.283 0.369
H -1.420 -1.492 0.740 0.226
H 1.376 1.488 1.875 0.169
O -2.376 -1.010 -1.187 -0.472
O 0.071 -0.062 1.923 -0.518
F -0.179 -0.238 -2.248 -0.279
Cl 2.058 1.568 -0.963 0.011
```



The following is a DFT calculation (ωB97M-V/def2-TZVPD) of a cluster of 2 separate species, C4H2ClFS in total in a non-equilibrium geometry.

The calculation puts the maximum force at 4.06 eV Å⁻¹. For the gap between HOMO and LUMO, the calculation gives 8.37 eV. As for the SMILES: C#CCl.FC#CS. As for the energy relative to the best compared isomer or geometry (same formula, charge and spin): 155.3 kcal per mole.

Structure (XYZ):
```
9
Properties=species:S:1:pos:R:3:nbo_charge:R:1
C 0.172 -1.410 0.621 -0.356
C 0.030 1.163 -1.508 -0.229
C 0.173 -2.166 -0.332 0.395
C -0.279 1.756 -0.502 -0.133
F 0.384 -2.334 -1.607 -0.269
S -0.267 -0.881 2.160 0.039
Cl -0.636 2.548 0.853 0.145
H 0.418 0.535 2.749 0.184
H 0.004 0.790 -2.434 0.224
```



- Which of these has the highest gap between HOMO and LUMO?
  C4H2Cl2



- What is the gap between HOMO and LUMO in the sixth record?
  8.56 eV